Entry 1:
A molecular structure, C41H32ClN8O6PS4W, computed with ωB97M-V/def2-TZVPD.

Positions of all 94 atoms, in Å:
O 14.272 13.609 11.578
H 13.258 8.875 7.621
C 12.781 10.687 10.428
H 10.757 18.248 8.876
H 14.441 20.638 8.796
C 14.372 17.087 10.768
C 7.386 11.532 9.584
S 16.076 16.762 10.461
C 14.305 6.621 12.564
C 11.827 11.543 9.902
H 17.418 7.804 11.941
S 13.603 16.735 12.320
C 12.051 10.590 7.750
C 13.197 20.613 5.666
C 13.550 21.078 6.957
H 13.097 10.849 11.442
C 12.053 14.963 7.248
C 18.620 13.211 12.810
H 14.095 17.368 6.056
C 16.130 12.452 12.369
C 14.142 20.253 7.864
H 13.687 5.750 12.526
H 6.837 10.561 9.346
N 14.613 17.996 8.766
N 13.748 17.811 9.875
H 11.423 15.554 6.587
H 10.989 10.737 12.548
C 15.411 13.733 12.230
C 17.492 12.280 12.591
C 8.699 11.502 10.114
O 15.854 14.814 12.599
S 10.872 15.290 13.316
N 10.501 17.001 11.290
C 14.537 8.942 13.225
C 8.616 13.919 10.453
C 10.933 11.824 12.724
H 16.076 5.772 11.782
N 9.694 17.697 13.335
C 13.867 13.475 7.516
H 10.772 12.250 8.103
H 9.453 17.490 14.306
C 12.917 9.648 8.280
H 10.213 17.023 7.594
C 10.362 16.786 12.584
C 7.356 13.959 9.888
H 9.010 14.814 10.931
H 13.424 22.089 7.272
O 12.683 13.399 13.252
H 14.606 12.859 7.123
N 16.350 10.352 12.451
P 11.010 12.713 11.128
C 12.889 14.028 6.705
C 15.619 6.638 12.192
W 12.481 14.594 11.610
H 14.091 9.854 13.601
C 10.382 17.186 8.671
S 17.188 17.983 7.994
H 12.751 21.254 4.918
H 6.736 14.779 9.822
C 9.301 12.694 10.483
C 13.940 18.381 6.332
O 12.187 11.832 14.768
C 6.749 12.780 9.403
Cl 18.950 9.912 12.962
C 13.866 13.829 8.858
C 11.217 16.152 9.344
C 13.460 19.281 5.376
C 13.343 9.717 9.595
H 9.502 17.141 9.245
C 16.357 7.806 12.197
C 14.189 18.861 7.647
H 12.858 13.759 5.648
O 19.731 12.754 12.930
H 11.844 10.532 6.705
N 15.436 11.361 12.304
C 15.888 17.625 8.945
H 9.989 12.006 13.202
C 12.075 15.189 8.613
H 14.692 13.559 9.478
H 17.394 14.725 12.938
C 15.805 8.999 12.622
C 13.799 7.796 13.106
N 11.231 16.030 10.619
H 14.091 8.942 9.868
C 17.621 10.868 12.620
O 18.366 14.511 12.940
N 12.992 14.623 9.429
C 12.043 12.341 13.671
C 11.486 11.555 8.561
H 5.795 12.769 9.090
H 9.219 18.463 12.925
H 13.335 18.934 4.371
H 9.285 10.616 10.215
H 12.790 7.918 13.508

Its spin multiplicity is 3. The value obtained for the HOMO-LUMO gap (spin up / spin down) is 6.3778 / 6.2283 eV. Its relative energy (zero: lowest compared OMol25 entry of this formula, charge and spin) is 0.0000 eV.

These are the Löwdin partial charges, in e, on atoms 1 to 4:
1. O -0.2673
2. H 0.1007
3. C -0.0800
4. H 0.1253

---

Entry 2:
C5H10FN in the gas phase, computed with ωB97M-V/def2-TZVPD.

Positions of all 17 atoms, in Å:
H 0.812 -2.243 0.139
H -0.095 0.806 1.900
H -0.225 -0.943 2.044
H -1.284 1.833 -0.483
H 1.078 -1.427 -1.389
H 1.617 0.932 -1.233
H 1.198 2.009 0.129
C 0.618 -0.067 0.097
C 1.244 -1.368 -0.353
F -1.325 -1.398 -0.239
H 2.315 -1.359 -0.183
C -0.851 -0.145 0.122
H -2.117 0.627 -1.417
C -1.742 0.844 -0.448
N 1.509 1.071 -0.220
H -2.590 0.941 0.137
C -0.162 -0.114 1.397

The value obtained for the HOMO-LUMO gap is 9.8730 eV. Its relative energy (zero: lowest compared OMol25 entry of this formula, charge and spin) is 1.2813 eV.

These are the natural (NBO) partial charges, in e, on atoms 1 to 4:
1. H 0.2277
2. H 0.2133
3. H 0.2309
4. H 0.2106

---

Entry 3:
9 unconnected molecules or ions with the total composition C3H24NO9, computed with ωB97M-V/def2-TZVPD.

Positions of all 37 atoms, in Å:
H -3.248 -0.150 -0.966
H 2.817 -0.704 0.292
C -1.454 0.888 -1.438
O 2.286 2.600 0.029
H -3.399 0.138 1.486
H -1.683 1.861 -1.869
O -1.387 -2.217 -1.770
H -1.058 -2.334 -0.867
H -2.121 -2.835 -1.836
H 2.296 1.640 0.155
C -2.472 0.009 0.902
H 2.237 -0.477 -2.561
O -1.094 -3.647 0.700
H 1.799 0.147 -3.896
H 0.504 3.656 0.883
O -0.377 3.285 0.807
O 2.947 -0.121 -0.472
H -0.561 -4.430 0.602
O -1.514 -0.522 1.408
H -0.952 3.939 1.217
H 1.855 -2.509 1.824
H 0.399 0.467 4.088
O 1.502 -0.051 -3.009
N -0.028 0.981 -1.021
H 0.198 0.174 -0.457
O 2.099 -1.579 1.758
H 3.744 -0.371 -0.936
H 0.541 0.958 -1.892
H 1.301 -1.216 2.181
H 0.301 1.814 -0.520
H -3.090 1.507 -0.245
H -0.573 -0.390 3.276
H -1.244 -3.760 1.647
H -1.472 0.175 -2.251
O 0.347 -0.340 3.571
H 3.140 2.840 -0.337
C -2.590 0.576 -0.483

The value obtained for the HOMO-LUMO gap is 11.1339 eV. The charge is +1. Its relative energy (zero: lowest compared OMol25 entry of this formula, charge and spin) is 0.0000 eV.

These are the natural (NBO) partial charges, in e, on atoms 1 to 4:
1. H 0.2757
2. H 0.5243
3. C -0.2299
4. O -0.9902

---

Entry 4:
10 unconnected molecules or ions with the total composition C32H71F5N10O10, computed with ωB97M-V/def2-TZVPD.

Positions of all 128 atoms, in Å:
H 5.347 -2.227 3.506
H 3.452 1.911 7.976
H -9.917 2.135 -3.824
C -3.324 6.495 -2.056
H -5.995 -1.768 -5.268
F 7.500 -1.260 -0.444
H -6.947 -3.994 -2.476
H 6.596 -0.663 4.991
C -5.552 -3.828 -5.050
H 2.855 -5.908 0.887
O 2.482 -6.662 -1.459
H -6.052 7.474 -4.358
H 6.584 -3.094 4.425
C 0.397 1.314 -1.860
O -7.790 -1.297 -3.755
F 7.932 -3.129 0.513
H -6.671 0.765 -5.294
C -2.012 5.437 6.449
C -5.732 6.612 -3.771
H -0.854 4.310 5.079
H 4.662 -2.867 7.235
C 2.586 1.467 7.484
H -8.392 0.888 -4.973
C -7.283 -2.400 -3.888
N -7.289 2.611 -4.530
H 5.985 1.720 -1.092
H -2.334 6.367 -1.629
H -2.243 2.934 -2.765
C -7.996 3.036 -3.453
N -2.979 6.379 6.610
H -8.121 -4.381 -3.748
C 4.912 -1.061 -1.596
N -0.551 2.274 -1.719
H 5.851 -0.527 -1.746
H -8.563 -3.269 -2.442
H -5.660 -4.099 -6.102
H 0.098 0.712 -3.910
H 3.416 -2.002 6.317
C 5.143 -6.339 -3.139
H 4.269 -0.108 0.274
C 3.965 -0.177 -0.778
H -7.702 1.715 -6.380
C -3.272 6.077 -3.508
H 6.858 -7.017 -4.827
H -1.237 -4.678 -1.172
C -1.629 5.068 5.034
H 2.951 0.728 6.772
C 7.056 -2.128 0.462
O 0.826 0.705 -0.892
C -0.855 -5.545 -0.630
H -3.617 7.541 -1.963
O -7.676 4.055 -2.855
N 5.126 -2.431 -1.132
H 4.482 -1.151 -2.600
C 7.099 -6.103 -5.358
O -2.241 5.670 -4.025
H -4.036 5.881 -1.502
H 6.885 -6.252 -6.419
H 2.923 -0.503 -0.833
H -5.700 6.894 -2.725
H -0.762 2.859 -3.724
H -9.626 2.658 -2.157
H -3.390 6.786 4.601
C 0.907 1.043 -3.257
H -0.982 4.155 -2.556
H -1.641 -6.302 -0.590
H 1.188 -6.308 1.339
C -7.531 1.431 -5.340
H 6.058 -6.732 -2.692
C 5.667 -2.508 4.507
N 0.326 -6.073 -1.284
N 5.902 -1.321 5.310
C -1.164 3.101 -2.747
H 0.243 -6.392 -2.236
H -5.941 -4.640 -4.445
C 5.411 -5.022 -3.822
O -1.483 4.915 7.416
F 4.782 -2.284 1.189
O 5.601 0.086 7.033
C -7.754 -3.593 -3.090
H -4.783 6.905 5.677
C 5.613 -2.690 0.146
H -3.188 6.579 7.576
F 7.076 -1.523 1.656
H -0.230 1.957 6.846
C -0.248 2.213 7.907
H -0.621 -5.239 0.383
C 4.242 -1.884 7.021
H 6.454 -4.087 -5.239
H 3.861 -1.458 7.943
H 4.917 1.975 0.315
C 5.299 -0.954 6.468
H 1.660 0.263 -3.198
H -4.321 5.870 -5.178
N 6.324 -4.999 -4.832
H -6.458 5.809 -3.882
N -6.266 -2.599 -4.766
C -3.713 7.098 5.588
H 1.361 1.937 -3.684
H -4.489 -3.712 -4.832
H 2.055 2.242 6.941
N -4.422 6.163 -4.219
F 5.678 -4.051 0.305
H -2.486 4.667 4.491
H -0.842 2.409 -0.764
H -1.246 5.935 4.495
H 4.408 -6.177 -2.357
H -3.548 8.173 5.682
H 4.759 2.997 -1.127
H 4.899 -3.128 4.957
H 1.584 -4.681 0.753
O 3.991 1.132 -1.347
O 4.838 -3.998 -3.485
C 0.403 1.120 8.721
C 4.962 1.979 -0.782
C 1.810 -5.743 0.643
C -9.175 2.194 -3.027
O -0.200 0.499 9.583
H 0.260 3.164 8.048
C 1.581 -6.200 -0.778
N 1.710 0.844 8.459
H 4.747 -7.071 -3.843
H 4.296 -2.998 -1.272
H -1.277 2.322 8.228
H 2.088 0.109 9.035
H 8.168 -5.910 -5.247
H -6.503 3.198 -4.760
H -8.855 1.182 -2.774

The value obtained for the HOMO-LUMO gap is 8.8476 eV.

These are the Löwdin partial charges, in e, on atoms 1 to 4:
1. H 0.0590
2. H 0.0866
3. H 0.0864
4. C -0.0090

---

What are the F_max values for these records? In order: 4.720 2.382 1.262 0.888 eV/Å.
What are the E_tot values for these records? In order: -4932.55935 -351.07865 -860.41012 -3061.30781 Eh.